The following is a quantum chemistry calculation of C24H20B2F12O25V as an isolated structure, from the OMol25 dataset.

Geometry as XYZ:
```
84
Properties=species:S:1:pos:R:3
O -1.2177 -0.6619 1.0912
V -0.4453 0.5868 0.6872
O 0.5975 2.4461 0.3162
C 1.0802 3.3544 -0.3828
O 0.7278 3.4528 -1.6192
B 1.4400 4.5479 -2.3130
O 2.1430 5.1922 -1.2293
C 1.9616 4.5932 -0.1185
O 2.2559 5.0160 0.9718
O 0.4994 5.3735 -3.0776
C 0.8405 5.3358 -4.3637
O 0.2278 5.9824 -5.3309
C 2.0281 4.4578 -4.5626
O 2.4162 4.1149 -3.2917
O 2.6001 4.1753 -5.6740
O 7.3934 -3.6311 0.3263
C 6.1665 -3.5437 0.1780
O 5.2651 -2.8124 0.9231
B 3.9531 -2.9837 0.3105
O 4.1277 -3.9451 -0.7612
C 5.4163 -4.1602 -0.9770
O 5.8957 -4.8984 -1.8125
O 3.3073 -1.7254 -0.1872
C 2.2223 -1.5052 0.5106
O 1.3775 -0.5602 0.3279
C 2.0011 -2.6646 1.5267
O 3.1049 -3.4727 1.4108
O 0.9653 -2.8486 2.2057
C -5.9603 0.2097 -2.2919
C -4.6499 0.4264 -1.4777
O -4.2847 1.7973 -1.3660
C -3.3348 2.2261 -0.5249
O -2.6308 1.4113 0.1011
C -3.1461 3.7811 -0.4400
F -4.1057 4.4469 -1.1227
F -3.0768 4.0927 0.7762
F -1.9139 4.0948 -0.9392
H -5.9343 0.6630 -3.2828
H -6.7270 0.5807 -1.6117
H -6.1723 -0.8509 -2.4271
H -3.7586 -0.0954 -1.8260
H -4.7232 -0.0842 -0.5175
C 3.1297 2.7482 3.3688
C 3.4191 1.2555 3.4270
O 2.4184 0.5124 4.1793
C 1.1418 0.3385 3.7663
O 0.6761 0.6592 2.6828
C 0.3466 -0.3687 4.9017
F 1.1918 -0.7845 5.9102
F -0.6265 0.4433 5.3247
F -0.2575 -1.3565 4.3224
H 3.4057 3.1556 4.3413
H 2.0929 2.9807 3.1256
H 3.8056 3.0808 2.5810
H 4.4322 1.0399 3.7665
H 3.3853 0.8323 2.4230
C -2.1829 -5.2911 4.0227
C -2.4468 -4.1847 3.0315
O -3.7448 -4.3323 2.5116
C -4.0384 -3.4449 1.5133
O -3.2558 -2.7327 0.8471
C -5.5002 -3.5681 1.1545
F -5.8374 -4.8727 1.2651
F -6.2042 -2.7374 2.0107
F -5.7593 -3.1984 -0.0754
H -2.2249 -4.8237 5.0066
H -1.2199 -5.7668 3.8374
H -2.9384 -6.0763 4.0486
H -1.6952 -4.4334 2.2822
H -2.2246 -3.1527 3.3028
C 2.5547 -1.2279 -3.6178
C 2.3510 0.2233 -3.2205
O 1.0643 0.6187 -3.5755
C -0.0823 0.7130 -2.8466
O -0.2382 0.4206 -1.6398
C -1.2797 1.1186 -3.6242
F -0.9785 1.4128 -4.8254
F -2.2159 0.2394 -3.5979
F -1.8209 2.2246 -3.1557
H 2.0859 -1.8799 -2.8808
H 3.5923 -1.5430 -3.5083
H 2.2461 -1.4153 -4.6462
H 3.0742 0.8610 -3.7288
H 2.4256 0.3973 -2.1470
```

Calculated values
2S+1: 3
Net charge: +1
Frontier orbital gap (spin up / spin down): 5.712 / 1.810 eV

---

The following is a quantum chemistry calculation of a 2-piece molecular cluster, C10H17F2P overall, from the OMol25 dataset.

Geometry as XYZ:
```
30
Properties=species:S:1:pos:R:3
C -1.0982 0.4659 -0.5383
C -0.6050 -0.5895 0.0503
C -2.8429 -0.6811 0.6430
C -2.6079 0.4523 -0.3845
C -1.5617 -1.5566 0.6330
C -3.1523 1.8012 0.0587
C -1.7021 -2.7981 -0.2480
C 4.3448 2.2107 0.0816
C 4.0065 0.7258 0.0768
C 1.8470 -1.1761 -0.0959
F 2.0647 -1.5659 -1.3563
F 1.9476 -2.2291 0.7143
P 2.1858 0.4861 0.4868
H -0.5878 1.2578 -1.0493
H -2.9666 -0.2388 1.6317
H -3.7325 -1.2655 0.4128
H -3.0484 0.1888 -1.3540
H -1.2741 -1.8643 1.6409
H -4.2253 1.7456 0.2249
H -2.9609 2.5532 -0.7029
H -2.6747 2.1162 0.9840
H -0.7559 -3.3313 -0.3077
H -2.0018 -2.5160 -1.2550
H -2.4514 -3.4682 0.1671
H 5.4153 2.3603 -0.0457
H 3.8269 2.7255 -0.7269
H 4.0412 2.6644 1.0230
H 4.5875 0.2042 0.8425
H 4.2297 0.2746 -0.8941
H 1.7523 1.0479 -0.7127
```

Calculated values
Frontier orbital gap (spin up / spin down): 8.702 / 8.420 eV

---

The following is a quantum chemistry calculation of a 2-piece molecular cluster, C5H15NOS overall, from the OMol25 dataset.

Geometry as XYZ:
```
23
Properties=species:S:1:pos:R:3
C 0.0717 -0.5724 -0.0322
C 1.4280 -1.2734 0.1702
C 1.5167 -2.6115 -0.5494
S 1.6382 -2.5686 -2.3182
C -0.8568 -0.8108 1.1508
N -2.2104 -0.2975 1.0018
C -2.2954 1.1361 1.2664
H 0.2269 0.4953 -0.2599
H -0.3937 -0.9674 -0.9411
H 2.2779 -0.6388 -0.0847
H 1.5771 -1.5150 1.2380
H 0.7031 -3.1965 -0.1499
H 2.3988 -3.1218 -0.1668
H 0.3527 -2.7231 -2.6334
H -0.4435 -0.3826 2.0589
H -0.9384 -1.8778 1.3230
H -2.5823 -0.5216 0.0933
H -1.3626 1.6414 0.9966
H -3.0266 1.6495 0.6570
H -2.5361 1.3045 2.3122
H 1.4828 5.7674 -2.4732
H 1.2087 5.2088 -1.1073
O 1.7631 5.8756 -1.5520
```

Calculated values
Energy above the lowest of the compared OMol25 structures with the same formula, charge and spin: 19.5 kcal per mole
SMILES string: CNCCCCS.O
Frontier orbital gap: 9.305 eV

---

The following is a quantum chemistry calculation of C4H8O2 as an isolated structure, from the OMol25 dataset.

Geometry as XYZ:
```
14
Properties=species:S:1:pos:R:3
C -0.9947 -1.5421 -0.8710
O 0.5758 0.3383 -0.8625
C 0.4080 1.5760 -0.1701
C 0.3339 0.8774 1.1785
C 0.6186 -0.3748 0.3899
O -0.3603 -1.3035 0.4737
H -0.3713 -2.3568 -1.2125
H -1.1408 -0.8251 -1.7099
H -1.9239 -1.8760 -0.4497
H -0.4976 2.0974 -0.4802
H 1.2836 2.2108 -0.3250
H -0.6464 0.8257 1.6503
H 1.0992 1.1590 1.8885
H 1.6159 -0.8064 0.4999
```

Calculated values
Energy above the lowest of the compared OMol25 structures with the same formula, charge and spin: 68.7 kcal per mole
Frontier orbital gap: 10.579 eV

---

The following is a quantum chemistry calculation of a 7-piece molecular cluster, C63H72FN8O19PS overall, from the OMol25 dataset.

Geometry as XYZ:
```
165
Properties=species:S:1:pos:R:3
C -1.2001 -6.7594 1.1540
C -1.5430 -5.1720 1.4243
P -0.3538 -4.0318 0.3588
C 1.2574 -4.0173 1.4413
C -1.1289 -2.3103 0.0897
C -0.8546 -2.0192 -1.5033
C -2.2165 -2.2430 -2.4572
O -2.3754 -1.4160 -3.4934
O -3.2039 -3.3142 -2.1858
C -0.0267 -0.6543 -1.8553
N 0.8894 -0.4053 -0.7317
C 0.3585 -0.0909 0.6492
C 1.7741 -0.2971 1.5193
C 2.0681 0.7175 2.7386
C 2.8527 0.0318 4.0488
F 2.3209 -1.2876 4.4387
C 0.0583 1.5050 0.6759
O -0.7346 2.0838 -0.4073
C 0.0136 3.1942 -1.0633
C 0.6809 3.0803 -2.5775
O 0.1712 4.3969 -0.4432
C -0.8973 -1.0813 1.1411
C -2.3662 -0.2801 1.1789
C -3.1349 0.0906 -0.1810
C -4.5184 -0.8245 -0.4276
S -5.2318 -0.4257 -2.1137
C -0.7794 -1.7246 2.5954
C -1.6925 -0.9287 3.8912
C -0.9332 0.4625 4.5914
O -1.0513 -1.0094 5.3221
H -1.7765 -7.4073 1.9489
H -1.5278 -7.0496 0.0537
H -0.0511 -6.9759 1.2705
H -1.3040 -4.9504 2.5682
H -2.6721 -4.9068 1.2193
H 1.6572 -5.1413 1.3799
H 1.0416 -3.8354 2.5837
H 2.1122 -3.3558 0.9943
H -2.3022 -2.5457 0.1412
H -0.1490 -2.8845 -1.9409
H -0.6822 0.2493 -2.2410
H 0.6607 -0.9010 -2.8053
H 1.5476 0.3871 -0.9860
H 1.5232 -1.2565 -0.6379
H 2.7278 -0.1671 0.8014
H 1.9156 -1.3918 1.9166
H 2.8632 1.5294 2.3603
H 1.1972 1.3540 3.1632
H 2.8191 0.7226 4.9992
H 3.9960 -0.0122 3.7073
H 1.0629 2.1546 0.6450
H -0.4686 1.8327 1.6959
H 0.9737 4.1821 -2.9140
H -0.1204 2.6907 -3.3705
H 1.6671 2.4416 -2.6036
H -3.1104 -1.1026 1.6336
H -2.3292 0.7059 1.8300
H -3.6049 1.1840 -0.0332
H -2.5472 0.1724 -1.1708
H -4.3649 -1.9583 -0.2004
H -5.2873 -0.4134 0.3716
H -6.1043 -1.4781 -2.4808
H 0.2194 -1.8958 3.1232
H -1.3912 -2.7482 2.6729
H -2.9486 -0.9148 3.7978
H -1.8183 0.8764 5.2413
H 0.2012 0.4376 4.8700
C 5.2209 -8.8309 0.0243
C 4.5139 -9.0129 -1.1653
C 3.1248 -9.1519 -1.1396
C 2.4504 -9.1023 0.0882
C 3.1585 -8.9274 1.2847
C 4.5477 -8.7923 1.2466
N 0.9879 -9.2223 0.1195
O 0.3994 -9.3949 -0.9582
O 0.4252 -9.1400 1.2207
H 6.3033 -8.7173 -0.0013
H 5.0457 -9.0433 -2.1139
H 2.5884 -9.2931 -2.0753
H 2.6483 -8.8919 2.2450
H 5.1061 -8.6531 2.1696
C 6.9296 4.2770 -0.8325
C 5.5647 4.5673 -0.8627
C 4.6509 3.5930 -1.2691
C 5.1166 2.3242 -1.6404
C 6.4870 2.0325 -1.6184
C 7.3916 3.0159 -1.2129
N 4.1589 1.2878 -2.0442
O 2.9566 1.5905 -2.0688
O 4.6065 0.1688 -2.3331
H 7.6378 5.0382 -0.5096
H 5.2125 5.5529 -0.5662
H 3.5904 3.8349 -1.2871
H 6.8626 1.0536 -1.9088
H 8.4571 2.7983 -1.1895
C 3.3059 -7.5945 7.6462
C 4.2355 -8.6313 7.5511
C 5.2029 -8.6138 6.5445
C 5.2332 -7.5459 5.6371
C 4.2963 -6.5077 5.7254
C 3.3318 -6.5376 6.7347
N 6.2635 -7.5089 4.5923
O 7.0625 -8.4555 4.5353
O 6.2781 -6.5317 3.8301
H 2.5570 -7.6097 8.4362
H 4.2080 -9.4523 8.2644
H 5.9203 -9.4293 6.4840
H 4.3053 -5.6754 5.0248
H 2.6021 -5.7348 6.8135
C -4.7789 4.5754 -6.7680
C -5.5523 3.4263 -6.5955
C -5.3557 2.6115 -5.4788
C -4.3805 2.9610 -4.5345
C -3.5974 4.1098 -4.7092
C -3.8012 4.9153 -5.8313
N -4.1865 2.1223 -3.3456
O -4.8858 1.1041 -3.2368
O -3.3380 2.4824 -2.5171
H -4.9397 5.2106 -7.6374
H -6.3112 3.1672 -7.3306
H -5.9666 1.7195 -5.3588
H -2.8337 4.3901 -3.9867
H -3.2005 5.8108 -5.9743
C -10.8196 2.8996 -0.3427
C -11.1768 2.1101 0.7515
C -10.4553 0.9509 1.0433
C -9.3702 0.5925 0.2316
C -9.0142 1.3791 -0.8721
C -9.7450 2.5346 -1.1555
N -8.5921 -0.6112 0.5481
O -8.9501 -1.2910 1.5214
O -7.6197 -0.8764 -0.1732
H -11.3816 3.8056 -0.5629
H -12.0164 2.4003 1.3794
H -10.7463 0.3464 1.8996
H -8.1774 1.1101 -1.5133
H -9.4747 3.1536 -2.0083
C 7.2514 9.4637 -4.0501
C 6.8943 8.6742 -2.9558
C 7.6157 7.5150 -2.6641
C 8.7008 7.1566 -3.4757
C 9.0568 7.9432 -4.5794
C 8.3260 9.0988 -4.8629
N 9.4790 5.9529 -3.1592
O 9.1209 5.2732 -2.1859
O 10.4513 5.6877 -3.8805
H 6.6894 10.3697 -4.2703
H 6.0546 8.9644 -2.3279
H 7.3248 6.9105 -1.8077
H 9.8936 7.6742 -5.2206
H 8.5964 9.7177 -5.7156
C -3.0018 5.4652 -0.2756
C -4.0170 4.8669 -1.0236
C -5.3540 5.0649 -0.6734
C -5.6646 5.8716 0.4301
C -4.6471 6.4672 1.1873
C -3.3137 6.2595 0.8291
N -7.0689 6.1043 0.7880
O -7.9394 5.5445 0.1050
O -7.3038 6.8502 1.7495
H -1.9610 5.3124 -0.5559
H -3.7660 4.2479 -1.8824
H -6.1335 4.5917 -1.2665
H -4.8738 7.0916 2.0491
H -2.5167 6.7201 1.4088
```

Calculated values
Frontier orbital gap: 4.666 eV

---

The following is a quantum chemistry calculation of an isolated ion of composition C3H2FO3 and charge -1, from the OMol25 dataset.

Geometry as XYZ:
```
9
Properties=species:S:1:pos:R:3
C -2.6147 0.3472 -0.0141
C -0.2930 -0.9251 -0.4990
C -1.4488 -0.7037 0.3993
O -2.4482 1.5728 0.0559
O -3.5928 -0.3032 -0.2883
O 0.2084 -0.2541 0.6258
F -1.8721 -1.5354 1.3907
H -0.0818 -1.9568 -0.6871
H -0.2716 -0.2015 -1.3059
```

Calculated values
Net charge: -1
Energy above the lowest of the compared OMol25 structures with the same formula, charge and spin: 65.4 kcal per mole
SMILES string: O=C([O-])[C@@]1(F)CO1
Frontier orbital gap: 8.920 eV

---

The following is a quantum chemistry calculation of C15H14EuI2O6STm as an isolated structure, from the OMol25 dataset.

Geometry as XYZ:
```
40
Properties=species:S:1:pos:R:3
I -1.0926 4.3424 -0.7201
I -3.2165 3.1135 -1.7178
Eu -1.6815 -1.5218 -0.6312
Tm 0.8245 1.0846 -0.0211
S -0.1855 0.3131 -2.2827
C 2.3150 -0.8553 -0.1346
C 1.6478 -0.5730 1.6389
C 0.8274 -0.0321 -3.8024
C -0.1129 0.1392 -4.9988
C 1.4258 -1.4368 -3.7735
C 1.9268 1.0235 -3.8237
C -0.6325 -2.5825 1.6283
C 0.3692 -3.0527 -0.7255
O 2.0059 -1.2676 2.5180
O 3.0860 -1.7262 -0.3104
O -0.3612 -2.8878 2.7053
O 1.2224 -3.8217 -0.7040
H 0.4459 0.0433 -5.9396
H -0.5849 1.1285 -4.9817
H -0.9085 -0.6147 -5.0000
H 2.0274 -1.5759 -4.6867
H 0.6527 -2.2146 -3.7560
H 2.0855 -1.5806 -2.9095
H 2.4902 0.9562 -4.7633
H 2.6294 0.8835 -2.9930
H 1.4988 2.0290 -3.7407
O -2.7277 -0.7037 1.3764
C -1.8759 0.1636 1.6895
O -0.9881 0.5184 0.7612
C -1.6730 0.6638 3.0556
C -0.8158 1.7415 3.2923
C -0.3553 1.9702 4.5834
C -0.7993 1.1672 5.6380
C -1.7188 0.1358 5.4038
C -2.1583 -0.1251 4.1071
H -0.5364 2.4123 2.4711
H 0.3445 2.7822 4.7743
H -0.4405 1.3534 6.6512
H -2.0998 -0.4613 6.2302
H -2.8601 -0.9318 3.8917
```

Calculated values
2S+1: 9
Net charge: +4
Frontier orbital gap (spin up / spin down): 2.670 / 2.337 eV

---

The following is a quantum chemistry calculation of one molecule with the formula C4H11N3, from the OMol25 dataset.

Geometry as XYZ:
```
18
Properties=species:S:1:pos:R:3
C 1.5433 -0.3264 0.9295
C 0.9496 0.1708 -0.3905
C -0.4946 0.6649 -0.2253
C -1.3984 -0.0141 -1.0565
N -2.5537 -0.7406 -0.7506
N -1.0825 1.6947 0.7445
N 2.6837 -1.2293 0.6802
H 0.8488 -0.7405 1.6254
H 1.8522 0.6262 1.5012
H 1.5947 1.0424 -0.5501
H 0.9415 -0.5743 -1.1949
H -1.1965 0.4051 -2.2205
H -3.2798 -0.4582 -0.1837
H -3.0041 -0.8344 -1.7154
H -2.0071 1.5022 1.1285
H -0.5531 1.6665 1.6659
H 2.9908 -0.8328 -0.1658
H 2.1651 -2.0222 0.1782
```

Calculated values
Energy above the lowest of the compared OMol25 structures with the same formula, charge and spin: 121.5 kcal per mole
SMILES string: N/C=C(\N)CCN
Frontier orbital gap: 7.499 eV